[1]
A molecular structure, C20H59AsF6O9 in a non-equilibrium geometry, computed with ωB97M-V/def2-TZVPD.

Geometry as XYZ:
```
95
Properties=species:S:1:pos:R:3:forces:R:3
H -8.76456 -1.89522 -4.61796 0.07 -0.06 0.19
C -11.39672 -10.30767 -7.33957 1.09 2.61 0.90
F -7.65247 -4.38033 -7.02011 -0.86 -1.24 1.83
C -11.47880 -8.82239 -7.98091 0.39 -1.59 0.96
C -5.03779 -4.41368 -8.44305 0.70 -1.21 -1.19
O -6.65342 -10.61516 -2.03625 -0.84 -2.58 0.93
H -10.29016 -5.09097 -3.78673 0.20 -0.72 -1.31
H -4.83993 -7.69224 -9.02013 0.65 -0.22 0.13
H -12.37342 -3.95258 -10.04572 -0.21 -0.09 -0.38
H -5.91626 -9.20909 -0.77452 -0.52 -0.23 0.07
H -7.36163 -8.77454 -3.43190 0.43 -0.22 -0.31
C -7.38832 -7.02949 -9.50124 -0.62 -1.15 -0.92
H -5.81429 -4.88208 -9.04784 -0.60 0.79 -0.24
C -3.63654 -1.71504 -1.47340 -0.18 -0.25 -0.50
H -10.88559 -10.90731 -5.20783 0.14 -0.73 -0.60
C -5.27393 -8.17324 -9.89670 1.79 0.53 0.52
H -13.08373 -10.45286 -6.71762 -0.89 -0.30 -0.02
H -4.26164 -0.84031 -1.29395 -0.13 -0.09 -0.03
F -9.00254 -6.56417 -4.40356 -0.43 0.78 -0.09
O -12.62291 -10.96245 -7.38813 -0.42 -0.40 -0.07
H -7.02742 -9.06528 -10.34493 -0.94 0.15 0.06
H -5.81260 -3.41196 -3.35718 0.02 -0.32 0.14
H -3.01258 -1.85509 -0.59071 -0.61 -0.66 0.49
C -7.92133 -1.32457 -5.00705 -0.04 0.17 0.56
H -4.23860 -10.09872 -3.15202 -0.28 0.21 -0.14
H -6.53815 1.01683 -4.98475 0.31 0.10 -0.22
F -7.36750 -4.73485 -4.33145 -0.23 -0.16 -1.10
H -12.19058 -8.20263 -7.43558 -0.25 -0.33 0.46
H -10.76499 -5.47732 -8.80528 -0.12 -0.17 -0.08
H -10.29219 -3.83063 -8.79865 0.13 0.20 -0.23
H -8.34115 0.48568 -3.89719 0.76 -0.10 0.46
O -10.96221 -3.45642 -11.44373 -0.13 0.90 -0.92
H -3.92633 -9.75502 -1.43830 0.44 -0.21 -0.22
As -8.37888 -5.41966 -5.63681 0.10 -0.32 -1.05
H -7.71600 -1.73114 -5.99733 0.00 0.44 -0.12
H -10.75986 -8.42721 -3.38831 0.60 0.14 0.18
C -12.05715 -8.47720 -0.20923 0.39 -1.28 0.44
C -8.23430 0.15841 -4.93139 -0.33 -0.11 -0.15
H -9.50582 -4.97424 -9.90819 0.02 0.09 -0.08
O -11.57218 -6.75138 -1.61742 1.19 0.42 -0.45
O -7.24371 0.95183 -5.63249 -1.01 -0.19 0.64
C -11.04711 -10.05096 -5.86256 -0.27 0.17 1.52
H -10.51883 -3.96377 -12.12756 0.10 0.17 0.01
H -10.47604 -5.41136 -2.21670 -0.64 -1.55 0.87
H -4.27733 -8.39537 -2.48497 0.45 -0.21 -0.36
H -3.86665 -3.80163 -2.18041 0.41 0.02 -0.01
C -5.98361 -9.44953 -1.83553 1.09 2.58 -2.35
H -13.08154 -8.19942 -0.45736 0.12 0.13 -0.29
H -6.60558 -10.90594 -2.94991 0.12 0.28 -0.10
H -6.85569 -8.47104 -7.60483 -0.02 0.27 0.21
C -10.45780 -4.67160 -9.47204 0.02 -0.30 0.87
H -11.88691 -9.59702 -5.33647 -0.57 0.37 -0.27
H -4.82277 -5.26226 -7.79362 0.17 0.15 0.91
H -10.24241 -9.37811 -5.56620 0.34 0.14 -0.89
H -7.05216 -1.47414 -4.36652 0.05 -0.44 -0.10
H -5.16124 -3.28315 -1.14612 0.27 0.11 0.66
O -6.91856 -9.09918 -8.32808 0.33 -0.31 -0.55
C -3.79552 -4.28137 -9.33008 0.36 1.12 0.47
H -12.03306 -9.31898 -2.75249 -0.40 -0.03 0.41
C -11.03791 -8.96570 -2.48232 -0.27 -0.19 -0.90
H -7.16475 -6.43970 -8.61227 -0.12 -0.33 0.12
H -11.82306 -8.73509 -9.01143 0.66 -0.37 -0.18
H -9.26752 0.37117 -5.20576 0.19 0.21 -1.29
C -11.49282 -4.37563 -10.52912 0.88 -0.65 0.69
H -2.95062 -4.05568 -8.67947 0.26 -0.22 0.04
H -11.68494 -5.30703 -11.06172 -0.69 -0.11 0.10
H -3.54927 -5.14521 -9.94753 -0.28 -0.27 0.31
C -6.68450 -8.39770 -9.55446 -0.88 0.50 0.19
H -10.07135 -7.86862 -0.85902 0.01 -0.23 -0.09
H -2.83778 -1.40523 -2.14727 -0.43 -0.15 -0.83
H -11.82421 -8.02621 0.75537 0.01 -0.08 -0.02
O -5.33407 -2.65131 -3.01951 0.23 1.39 -0.75
H -8.44290 -7.29013 -9.59085 -0.24 0.66 0.39
H -3.81161 -3.42632 -10.00590 -0.49 0.11 -0.09
H -12.05720 -9.56497 -0.13947 0.04 -0.17 0.46
C -4.49681 -9.44950 -2.31541 -0.64 0.21 1.32
O -5.39545 -3.22183 -7.78431 0.57 -0.54 -0.66
H -10.51647 -8.38694 -7.71185 0.11 0.32 -0.86
H -6.26885 -3.42767 -7.44312 -0.32 0.27 0.40
F -9.55081 -6.08640 -6.77251 0.67 -0.01 0.16
O -10.35328 -4.74259 -2.89441 2.09 0.70 0.41
C -6.78643 -8.34898 -2.60962 -0.40 -0.10 0.79
H -12.35691 -6.89422 -2.15162 -0.34 0.24 -0.28
H -10.43571 -9.87059 -2.40083 0.25 0.18 0.27
F -7.25068 -6.74689 -5.99938 0.01 1.00 -0.17
C -4.49532 -2.94433 -1.93974 0.35 -0.09 0.79
C -11.05928 -8.06135 -1.27729 -1.34 0.85 0.43
H -7.10764 -6.43798 -10.37271 -0.09 0.06 -0.05
H -4.73852 -9.07327 -10.19899 0.14 0.00 0.29
F -9.63016 -4.17531 -5.34303 0.66 -0.48 0.28
H -5.15853 -7.42006 -10.67613 -0.18 -0.19 -0.28
H -6.22929 -7.49124 -2.98639 0.04 -0.06 0.18
H -10.58330 -10.95833 -7.66067 -0.28 0.18 -1.02
H -7.59364 -8.00639 -1.96219 0.05 0.37 0.16
H -11.08134 -4.11766 -2.86284 -1.94 1.70 0.16
```
Positions in Å, forces in eV/Å.

The calculation puts the molar mass at 632.59 g mol⁻¹. As for the net charge: -1. The frontier orbital gap (alpha / beta) is 3.5 / 9.6 eV. Its spin multiplicity is 2.


[2]
9 unconnected molecules or ions with the total composition C20H59ClN7O15 in a non-equilibrium geometry, computed with ωB97M-V/def2-TZVPD.

Geometry as XYZ:
```
102
Properties=species:S:1:pos:R:3:forces:R:3
H -2.95825 -0.95821 -4.01010 0.24 -0.18 0.14
N -1.84884 -1.57861 2.51454 0.18 0.49 0.45
H 4.98235 -0.79405 0.81577 0.16 -0.05 -0.06
O -0.86931 1.58072 -1.77402 -0.16 0.04 -0.43
C 3.72749 -0.91477 -3.06779 -0.26 0.98 0.09
H -1.47958 1.75859 0.84540 0.01 -0.05 -0.15
O -1.10626 -1.34018 -6.59456 -0.14 -0.04 0.21
H -1.96314 0.17208 -4.81805 0.03 0.01 0.04
H 1.56926 2.46340 -3.53048 0.10 -0.01 -0.17
H 6.37149 -5.38631 4.42511 -0.23 -0.36 0.10
H -2.97894 -3.15339 -4.81307 -0.01 -0.24 -0.09
H 2.15037 0.25078 0.07005 -0.04 0.00 0.09
H -2.00302 -3.61886 -6.18422 -0.18 0.00 -0.12
H -4.91343 9.13593 2.18210 0.10 0.03 0.09
O 4.12958 0.75547 -0.26391 0.11 0.28 -0.28
C -7.35957 5.60363 2.91761 0.56 -0.01 0.91
O -6.29660 7.69208 2.48486 0.08 -0.11 -0.09
C -4.84497 0.91215 0.98037 0.87 0.12 -0.23
H -2.05375 -2.55672 2.46382 -0.12 -0.01 -0.10
O 1.73285 -3.74815 0.53753 0.05 -0.06 -0.12
H 4.56945 -5.18129 -0.39762 -0.08 -0.14 -0.04
H 3.52375 -3.40784 1.61735 0.08 0.10 0.05
C -5.65354 8.86286 2.93155 -0.37 0.13 0.02
H -4.77638 3.49459 0.57264 -0.09 0.04 -0.37
H -8.13926 5.90266 2.20655 -0.07 -0.26 -0.06
C 0.80876 -2.86631 -0.07997 0.59 0.27 -0.43
O -2.58392 -0.07958 -1.69843 -0.19 0.34 0.15
N -6.29210 4.77041 2.35744 -0.32 0.51 -0.66
H -5.38153 0.33918 0.21494 -0.22 0.08 0.08
H 2.51217 -0.76969 -4.83433 -0.32 0.29 0.31
C -6.77961 3.99305 1.21932 -0.28 -0.53 -0.10
O -0.00209 -3.99629 -3.45330 0.11 -0.05 0.11
N 5.04348 -0.45335 -2.61998 -0.20 -0.57 -0.26
H 2.91807 -3.55552 -1.14753 0.13 0.05 0.10
H -7.63821 3.36411 1.48725 0.03 0.25 0.38
H 8.11939 -5.58314 4.44649 -0.13 -0.02 0.05
C 6.18363 -5.44148 1.82682 0.09 -0.39 -0.40
H 1.83876 1.13143 -2.43564 0.21 -0.19 0.03
N -2.25801 -2.95256 -5.48144 0.03 0.29 0.27
O -5.60875 1.94069 1.56473 -0.54 -0.30 -0.13
O -1.70702 2.59810 1.26591 -0.02 -0.05 0.15
C 4.52307 -0.59367 -0.15880 -0.84 -0.58 0.00
C -6.79503 6.86883 3.52477 0.32 0.16 0.01
H -0.40910 0.50556 4.49957 -0.09 0.02 0.07
C 3.31612 -0.19416 -4.34583 0.12 -0.69 -0.69
C 5.43941 -0.96353 -1.31590 0.80 0.96 0.34
C -1.86194 -1.64291 -5.68210 0.18 -0.16 -0.16
C 7.20379 -5.87888 3.92556 1.04 0.51 -0.44
H -3.96120 1.35009 0.50094 0.00 -0.13 -0.04
H -6.12155 2.68477 -0.31839 0.16 -0.16 -0.03
H -5.96590 6.62374 4.20480 -0.09 -0.07 0.01
H -1.85429 -0.98495 1.70226 0.10 -0.27 -0.29
H -0.38062 4.35484 -1.42156 -0.04 -0.20 0.02
H -0.10910 -3.04694 -3.31733 -0.01 0.09 0.07
Cl -1.19520 0.21784 -1.44397 -0.17 -0.05 -0.05
H -5.61942 5.42264 1.95757 0.14 -0.15 0.15
H -7.55793 7.40103 4.10825 -0.08 -0.03 -0.08
H 6.50357 -5.28313 0.79492 -0.04 0.30 0.07
H 5.75483 -6.45407 1.84520 0.02 0.02 0.11
C 3.79825 -4.90024 0.32248 -0.25 0.17 -0.02
H 3.66687 -1.98290 -3.28363 0.38 -0.09 0.23
H 2.03554 -5.07767 -0.96656 0.34 -0.13 -0.14
H -4.47177 0.23825 1.74987 -0.26 0.01 0.15
H 2.98215 1.04512 1.44357 -0.04 -0.17 -0.01
H -0.47720 -4.16388 -4.27149 -0.06 0.12 -0.05
H -7.15011 4.65343 0.41924 0.16 -0.02 -0.10
H 0.29498 -3.32689 -0.93156 -0.30 -0.25 0.39
N 4.33064 -3.87633 1.22165 0.04 -0.30 -0.38
O -1.30895 -1.79239 4.72386 0.17 0.15 -0.49
H 0.97971 0.83829 -3.95547 -0.10 0.04 0.14
H -6.37213 9.68863 3.02873 0.02 -0.05 0.00
O 2.98780 1.17137 -4.21961 0.34 0.02 0.37
N -0.81233 0.15199 3.65478 -0.05 -0.22 -0.20
H -0.08865 5.33512 -0.27765 0.01 -0.02 0.03
H 5.60588 -2.03987 -1.32682 -0.17 -0.11 -0.08
H 3.45325 -5.81175 0.83720 0.12 0.05 0.14
O -0.41555 -0.69694 -2.23954 0.47 0.01 0.38
N -2.35040 -0.75327 -4.78308 -0.14 0.32 -0.29
H 4.96428 0.55622 -2.54791 0.11 -0.01 0.02
C -5.76189 3.01342 0.66436 0.27 0.58 0.53
H 0.14867 -2.48441 0.69070 -0.18 -0.04 -0.11
H 7.18943 -6.97159 3.93212 -0.54 -0.04 0.12
H 6.40939 -0.50111 -1.08865 0.03 -0.16 -0.16
O 7.36977 -5.39674 2.59762 -0.10 -0.13 0.25
C 2.61153 -4.31999 -0.42139 -0.51 0.10 0.06
H -0.86533 0.75464 2.85011 -0.03 -0.01 0.02
C 5.16619 -4.40265 2.28031 0.26 0.00 0.56
O -0.57715 4.53730 -0.49712 0.03 0.24 -0.11
H 4.13207 -0.26020 -5.07393 0.15 0.25 0.24
H -5.18736 8.72693 3.91282 0.18 -0.10 -0.11
H 1.35907 -2.03521 -0.53973 -0.07 0.19 0.20
O -0.91637 0.06598 -0.02030 0.00 -0.50 -0.05
H 5.77590 -3.60772 2.72354 -0.21 0.19 -0.10
C 1.79766 1.39810 -3.49146 -0.39 0.05 -0.26
C -1.31618 -1.12199 3.69224 -0.14 -0.08 0.41
H 2.50246 1.97852 0.03131 0.20 0.01 -0.16
H 4.57416 -4.83194 3.10476 -0.09 -0.02 -0.08
H -7.76649 5.05576 3.77523 -0.52 -0.04 -0.32
H 3.62505 -1.22636 -0.20536 -0.01 0.00 0.09
H 2.98627 -0.66554 -2.29825 -0.29 -0.38 -0.04
C 2.88818 1.01021 0.35053 -0.18 0.09 0.24
H -1.39156 3.25560 0.62881 0.06 -0.02 0.08
```
Positions in Å, forces in eV/Å.

The calculation puts the molar mass at 673.18 g mol⁻¹. As for the net charge: -1. The frontier orbital gap is 8.7 eV.